The following is a quantum chemistry calculation of a 14-piece molecular cluster, C50H90N6O22 overall in a non-equilibrium geometry, from the OMol25 dataset.

E_tot = -3943.00875 a.u.
net charge = -1
HOMO-LUMO gap (alpha / beta) = 2.04 / 9.15 eV
lowest unoccupied orbital energy (alpha / beta) = 0.0668 / 0.0662 hartree
2S+1 = 2

```
168
Properties=species:S:1:pos:R:3:forces:R:3
C -3.137627 -2.528553 -0.766195 1.168 0.662 -1.083
C -3.895265 -2.855559 0.424569 -1.726 1.277 0.670
O -4.675574 -2.040004 0.888124 -0.962 1.517 0.316
N -3.879397 -4.067499 0.892389 0.537 -1.684 0.317
C -4.849070 -4.585458 1.852680 1.174 -0.613 -0.170
H -2.862266 -1.474039 -0.783218 0.153 -0.099 0.334
H -3.860480 -2.589993 -1.579705 0.236 -0.485 -0.282
H -2.258995 -3.159166 -0.902000 -0.083 -0.099 -0.429
H -3.116001 -4.620670 0.529992 -0.165 -0.917 0.304
H -5.113983 -3.854436 2.616575 -0.069 0.019 -0.364
H -4.324464 -5.415601 2.325699 -0.116 -0.120 0.313
H -5.701924 -5.023888 1.334497 -0.248 0.366 0.062
C -0.233203 -3.691589 1.533263 -0.213 0.796 -0.288
C 0.175416 -4.076309 2.910789 -1.243 -1.114 0.881
O 0.544722 -3.243984 3.709433 1.057 1.385 0.607
N 0.013703 -5.348422 3.317084 -0.043 -0.526 0.063
C 0.386582 -5.906396 4.585444 0.135 -0.143 1.172
H -0.117466 -4.432211 0.741949 0.405 0.092 0.082
H 0.304695 -2.747330 1.448742 0.441 -0.137 -0.817
H -1.269498 -3.359121 1.472655 -0.274 -0.327 0.481
H -0.642526 -5.969600 2.865869 -0.049 0.186 -0.932
H -0.385054 -6.645417 4.801094 0.517 -0.630 -0.079
H 0.397506 -5.347139 5.520961 -0.573 1.251 -0.457
H 1.415469 -6.264330 4.622672 -0.049 -0.710 -0.562
C 1.475220 -2.404807 -6.505697 -0.582 0.668 -0.372
C 0.864726 -1.154150 -5.764505 1.035 -1.135 1.059
O 0.514625 -1.317816 -4.618425 -0.711 -0.595 1.336
N 0.893810 0.078820 -6.263275 0.405 -0.754 -4.496
C 0.461880 1.329703 -5.755377 0.078 0.443 1.834
H 0.715057 -2.959545 -7.055714 -0.356 0.142 0.134
H 1.851481 -3.099502 -5.754745 -0.064 0.344 0.074
H 2.253093 -2.238581 -7.250935 0.120 0.498 0.162
H 1.038958 0.058563 -7.262581 0.295 0.232 -0.023
H 0.115782 2.089966 -6.455610 0.007 -0.630 -0.508
H 1.351521 1.750186 -5.286518 -0.341 0.499 0.532
H -0.331701 1.150441 -5.029986 0.265 0.233 0.182
C -2.032691 2.761369 -3.516559 -0.526 -1.495 -0.497
C -1.829848 4.199940 -3.546768 -1.118 2.780 -1.792
O -1.022491 4.755314 -4.297622 0.208 -0.401 1.140
N -2.862393 4.928271 -3.008358 1.219 -2.659 1.292
C -2.997054 6.316872 -3.104369 -0.890 0.944 -0.800
H -1.828775 2.515100 -4.558613 0.715 -0.669 0.297
H -3.080463 2.467325 -3.454831 -0.079 0.258 0.584
H -1.494177 2.225279 -2.735076 0.250 -0.087 -0.373
H -3.595762 4.355479 -2.615714 0.051 0.430 0.158
H -2.057396 6.869248 -3.099109 -0.009 -0.274 0.200
H -3.683809 6.643541 -2.323495 0.178 0.317 -0.002
H -3.475444 6.461863 -4.072985 -0.068 0.918 -0.142
C 2.870876 4.763946 5.263141 0.113 -0.122 -0.228
C 3.538759 4.849636 3.878417 -0.025 0.198 0.886
O 4.707756 5.168672 3.851760 1.421 0.073 -0.667
N 2.785046 4.573794 2.798674 -0.545 -0.836 0.803
C 3.172899 4.641810 1.382574 -0.009 0.392 1.381
H 3.511790 5.160801 6.050438 0.238 0.511 -0.510
H 2.797892 3.724032 5.581512 -0.755 -0.167 -0.385
H 1.934364 5.321644 5.263833 -0.252 -0.463 0.168
H 1.805257 4.486143 3.027649 -0.200 -0.376 -0.490
H 2.562713 3.974631 0.773774 -0.351 0.299 0.150
H 4.203676 4.309078 1.260560 0.072 0.418 0.111
H 3.025860 5.707317 1.205990 0.394 -0.150 -1.260
C 1.948960 0.762941 1.540172 -1.113 -0.577 0.202
C 1.076059 0.831940 0.244374 1.245 2.200 -0.299
O 0.835960 1.920278 -0.306221 0.308 -1.157 0.774
N 0.719909 -0.332806 -0.345132 -0.630 -0.211 1.029
C -0.020705 -0.430792 -1.566060 -0.470 -0.995 -1.853
H 2.245822 1.736837 1.929397 -0.214 0.067 -0.438
H 2.792211 0.074565 1.596469 0.251 0.053 -0.967
H 1.361596 0.301772 2.334166 -0.502 0.203 0.199
H 0.521606 -1.092058 0.290725 0.477 -0.108 0.013
H -0.093529 0.425845 -2.236115 0.689 0.332 0.628
H -1.052159 -0.782250 -1.540259 -0.211 0.227 0.970
H 0.435470 -1.230955 -2.148934 0.265 0.127 -0.272
O 5.062483 -1.011652 2.773684 0.028 0.025 -0.025
C 5.732253 -0.033588 2.915281 0.472 -0.488 -0.722
O 6.943686 0.094372 2.225711 -0.692 -0.186 -0.015
C 7.655533 1.257506 2.620901 -0.040 1.012 1.289
C 6.963661 1.680903 3.929655 0.387 1.125 -0.690
C 5.494184 1.189057 3.719596 1.732 0.988 2.026
H 7.619682 2.117030 1.951558 -0.499 -0.412 -0.740
H 8.719091 1.054341 2.746068 -0.105 -0.481 0.047
H 7.070549 2.742539 4.152353 -0.390 0.272 -0.590
H 7.516118 1.295550 4.786629 -0.624 -0.975 0.120
H 4.777038 1.865785 3.255015 0.397 0.193 -0.349
H 5.170224 1.112815 4.757551 -0.815 -1.010 -0.345
O 2.447481 -7.079679 -4.123178 -0.536 0.245 0.264
C 2.577391 -6.085482 -3.455027 0.512 -2.067 -0.130
O 1.666764 -5.601595 -2.621629 -1.650 -0.792 0.286
C 2.137920 -4.418208 -2.006654 -0.191 0.282 0.748
C 3.123572 -3.950716 -3.010182 0.947 1.886 0.607
C 3.780516 -5.231799 -3.440541 0.127 1.298 -1.174
H 2.577682 -4.655980 -1.038054 0.094 -0.140 0.081
H 1.337395 -3.700065 -1.829078 -0.238 -0.299 -0.169
H 3.805587 -3.235799 -2.549910 0.078 0.173 -0.232
H 2.540791 -3.447584 -3.781752 0.312 -0.042 -0.304
H 4.589236 -5.494374 -2.758553 -0.164 -0.435 -0.150
H 4.079038 -5.194515 -4.488203 0.673 -0.065 0.218
O -4.495883 1.605972 4.042465 0.562 0.468 -0.052
C -3.496685 0.965529 3.844322 -1.304 -0.332 -0.157
O -3.477794 0.077765 2.795787 -1.639 1.260 0.384
C -2.384290 -0.776310 2.850904 1.485 0.741 -0.071
C -1.412333 0.041229 3.719833 2.485 -1.174 -0.698
C -2.283029 0.729964 4.713440 -0.917 -1.008 -0.006
H -2.051324 -0.927822 1.824127 0.232 -0.024 0.019
H -2.634350 -1.755927 3.258223 -0.171 0.022 0.306
H -0.812394 0.759711 3.161285 -0.491 0.357 -0.520
H -0.603352 -0.611726 4.047411 -0.263 -0.169 0.822
H -1.914494 1.469441 5.424384 -0.048 0.307 -0.742
H -2.733365 -0.053443 5.323027 0.110 -0.304 0.607
O 2.171010 0.546113 5.056466 -0.938 -2.859 2.179
C 2.097182 -0.519291 5.720491 1.964 3.557 -3.230
O 1.001991 -1.011722 6.253304 -0.760 0.201 0.647
C 1.333631 -2.201296 6.965179 -1.050 -1.863 0.461
C 2.584070 -2.689453 6.329997 1.682 -0.946 0.013
C 3.299191 -1.427279 5.929252 -1.550 0.206 -0.438
H 0.660157 -3.021679 6.717170 -0.964 0.653 0.071
H 1.276911 -2.107943 8.049688 0.348 0.701 -0.002
H 2.218281 -3.314877 5.515662 0.585 0.336 -0.523
H 3.279113 -3.300972 6.905383 -0.491 -0.190 0.483
H 3.828937 -1.504670 4.979787 0.444 0.324 0.396
H 3.801447 -0.997336 6.795858 0.685 -0.066 -0.279
O 0.022139 3.864740 2.570347 -2.799 2.215 -1.623
C -0.972283 4.477562 2.082429 3.923 -3.923 1.151
O -1.608684 5.362583 2.794742 -1.023 0.932 0.692
C -2.879710 5.697624 2.210899 0.173 0.607 -1.389
C -2.948425 4.889549 0.881433 -0.870 0.372 0.095
C -1.633634 4.152036 0.769547 -0.232 -0.530 0.240
H -2.877606 6.754516 1.944306 0.240 0.148 0.311
H -3.706193 5.565176 2.909090 0.322 -0.525 0.089
H -3.123963 5.562086 0.041801 -0.134 -0.056 0.051
H -3.761789 4.167400 0.952491 -0.051 0.099 -0.238
H -0.987994 4.279653 -0.099331 0.023 0.672 0.135
H -1.858706 3.088224 0.693789 0.360 -0.191 0.473
O -5.010985 0.716537 -6.175227 0.511 -2.931 1.985
C -4.586823 -0.270539 -5.553308 -1.274 2.418 -1.192
O -5.367455 -1.197990 -4.887329 -1.350 2.722 -1.194
C -4.606683 -2.263554 -4.462831 -0.279 -2.272 0.278
C -3.246079 -1.793165 -4.378046 3.348 0.318 1.061
C -3.164399 -0.670961 -5.426962 0.895 -1.431 0.984
H -4.664809 -3.047440 -5.217981 -0.331 -0.310 -0.013
H -4.918828 -2.666412 -3.499309 -0.605 0.116 -0.144
H -2.511503 -2.597685 -4.413278 0.012 -0.223 -1.111
H -2.951123 -1.497534 -3.371214 -0.645 1.029 0.004
H -2.856330 -1.124694 -6.368944 0.150 0.348 -0.254
H -2.473281 0.104896 -5.097571 -0.305 0.184 -0.403
O 4.629671 3.170077 -4.247421 -1.024 0.834 0.573
C 4.351926 2.030752 -4.013873 2.265 0.311 0.833
O 4.864137 1.132302 -4.844074 1.327 -1.034 -1.463
C 4.699311 -0.223352 -4.487920 -1.274 -0.396 -0.125
C 3.895337 -0.211098 -3.204561 -0.710 1.050 0.882
C 3.662602 1.331142 -2.876507 -0.496 -1.649 -1.137
H 5.589304 -0.833779 -4.334973 0.560 0.726 -0.383
H 4.141979 -0.638608 -5.327590 -0.023 -0.424 0.090
H 4.452793 -0.655116 -2.379825 -0.121 -0.096 -0.055
H 2.944985 -0.731252 -3.324437 0.030 -0.011 0.157
H 3.979735 1.512372 -1.849529 -0.249 0.761 -0.383
H 2.640522 1.608956 -3.133912 -0.458 -0.096 1.068
O -3.650101 0.491669 -2.075438 -0.732 -0.101 1.003
C -4.666627 0.552347 -1.401788 2.210 1.603 -0.717
O -4.851360 1.563913 -0.515413 1.812 -0.135 -1.286
C -6.146128 1.543022 0.028386 0.463 0.634 0.783
C -6.955164 0.704720 -0.888632 -0.411 -1.950 0.075
C -5.864811 -0.243182 -1.565410 -2.724 0.813 0.050
H -6.488633 2.577717 0.014505 -0.051 -0.019 0.544
H -5.958565 1.137957 1.022793 -0.868 0.104 0.258
H -7.535876 1.306550 -1.587679 0.328 -0.119 -0.287
H -7.676021 0.151559 -0.286571 -0.071 -0.219 -0.222
H -6.078561 -0.253678 -2.634192 0.148 -0.661 0.014
H -5.773344 -1.223419 -1.097569 -0.086 0.084 -0.045
```
Forces are in eV/Å.